{
  "formula": "C31H58BCl2N4O37",
  "method": "ωB97M-V/def2-TZVPD",
  "mol_weight_g_mol": 1160.514,
  "e_homo_ev": -7.576,
  "total_charge": -1,
  "elements": ["O", "C", "O", "B", "O", "C", "O", "O", "C", "O", "C", "O", "O", "Cl", "C", "C", "Cl", "H", "H", "H", "H", "C", "N", "O", "O", "H", "H", "H", "C", "N", "O", "O", "H", "H", "H", "C", "N", "O", "O", "H", "H", "H", "C", "N", "O", "O", "H", "H", "H", "C", "O", "C", "O", "O", "C", "H", "H", "H", "H", "H", "H", "C", "O", "C", "O", "O", "C", "H", "H", "H", "H", "H", "H", "C", "O", "C", "O", "O", "C", "H", "H", "H", "H", "H", "H", "C", "O", "C", "O", "O", "C", "H", "H", "H", "H", "H", "H", "C", "O", "C", "O", "O", "C", "H", "H", "H", "H", "H", "H", "C", "O", "C", "O", "O", "C", "H", "H", "H", "H", "H", "H", "C", "O", "C", "O", "O", "C", "H", "H", "H", "H", "H", "H"],
  "coordinates": [[0.797, 1.725, 0.476], [0.394, 1.132, -0.476], [1.110, 0.620, -1.473], [0.202, -0.069, -2.397], [-1.154, 0.057, -1.838], [-1.135, 0.774, -0.710], [-2.077, 1.088, 0.003], [0.535, -1.480, -2.707], [0.848, -1.613, -4.094], [1.077, -2.636, -4.643], [0.726, -0.178, -4.693], [0.379, 0.576, -3.701], [0.916, 0.240, -5.867], [-0.716, -9.791, -5.908], [-0.298, -8.132, -5.568], [-1.498, -7.309, -5.027], [-2.623, -7.025, -6.349], [0.079, -7.737, -6.511], [0.530, -8.096, -4.860], [-1.209, -6.308, -4.706], [-1.987, -7.677, -4.125], [5.177, 4.059, 0.647], [5.486, 5.327, 1.384], [5.204, 5.346, 2.582], [6.016, 6.214, 0.762], [4.183, 4.313, 0.278], [5.341, 3.377, 1.482], [5.904, 3.869, -0.142], [5.042, -5.828, -4.038], [5.638, -6.118, -5.376], [5.124, -7.011, -6.042], [6.729, -5.625, -5.679], [4.030, -6.215, -3.923], [5.148, -4.770, -3.795], [5.643, -6.423, -3.351], [0.593, 5.549, -4.051], [0.179, 6.765, -3.400], [0.369, 7.836, -3.928], [-0.432, 6.632, -2.361], [0.922, 4.860, -3.274], [1.317, 5.734, -4.845], [-0.294, 5.145, -4.539], [-2.169, -1.840, -9.397], [-3.180, -1.087, -8.581], [-3.162, -1.315, -7.368], [-3.934, -0.310, -9.147], [-1.698, -2.648, -8.838], [-1.394, -1.157, -9.747], [-2.548, -2.333, -10.292], [8.396, 5.472, -4.259], [8.402, 4.361, -5.175], [7.227, 3.873, -5.646], [6.094, 4.155, -5.205], [7.530, 2.915, -6.551], [6.535, 1.981, -6.959], [8.234, 5.187, -3.220], [7.690, 6.283, -4.441], [9.388, 5.917, -4.334], [5.594, 2.515, -7.088], [6.378, 1.254, -6.162], [6.876, 1.549, -7.900], [5.297, -1.574, 0.257], [5.981, -1.784, -0.966], [7.253, -1.276, -1.171], [7.822, -0.516, -0.399], [7.530, -1.434, -2.467], [8.713, -0.878, -2.949], [5.853, -1.997, 1.094], [4.338, -2.093, 0.251], [5.143, -0.504, 0.398], [9.545, -1.386, -2.461], [8.907, 0.189, -2.839], [8.871, -0.990, -4.021], [-2.145, -6.251, 8.277], [-2.104, -5.763, 6.926], [-2.652, -4.529, 6.581], [-3.081, -3.704, 7.371], [-2.645, -4.428, 5.254], [-3.356, -3.371, 4.581], [-3.140, -6.622, 8.524], [-1.799, -5.511, 8.998], [-1.449, -7.086, 8.361], [-2.658, -3.048, 3.809], [-3.485, -2.521, 5.252], [-4.338, -3.628, 4.183], [-3.303, 2.737, 7.035], [-3.131, 2.681, 8.391], [-2.154, 3.368, 8.864], [-1.469, 4.177, 8.225], [-2.009, 3.181, 10.203], [-0.948, 3.803, 10.975], [-2.528, 2.189, 6.498], [-3.276, 3.801, 6.799], [-4.278, 2.311, 6.800], [-1.068, 3.522, 12.021], [-1.034, 4.883, 10.856], [0.090, 3.531, 10.782], [-5.939, -3.839, -2.588], [-6.780, -4.793, -2.018], [-6.479, -5.423, -0.935], [-5.463, -5.314, -0.254], [-7.552, -6.167, -0.638], [-7.536, -6.920, 0.631], [-6.473, -3.395, -3.428], [-5.081, -4.362, -3.012], [-5.548, -3.068, -1.924], [-7.851, -6.331, 1.493], [-6.500, -7.175, 0.854], [-8.250, -7.744, 0.631], [-10.145, -2.813, 6.286], [-9.282, -2.581, 5.145], [-9.088, -1.387, 4.605], [-9.444, -0.302, 5.019], [-8.335, -1.488, 3.494], [-7.847, -0.393, 2.735], [-10.117, -3.886, 6.478], [-11.153, -2.478, 6.044], [-9.817, -2.285, 7.182], [-7.870, 0.527, 3.319], [-8.246, -0.428, 1.721], [-6.810, -0.706, 2.607], [3.210, 9.978, 3.902], [2.093, 9.227, 3.397], [0.806, 9.732, 3.629], [0.475, 10.872, 3.980], [-0.069, 8.732, 3.479], [0.128, 7.362, 3.214], [3.441, 9.496, 4.852], [3.038, 11.026, 4.147], [4.086, 9.863, 3.265], [-0.765, 6.860, 2.841], [0.469, 6.956, 4.166], [0.922, 7.200, 2.485]],
  "mulliken_charge": [-0.6215, 0.5544, -0.4134, 0.9365, -0.4366, 0.6459, -0.6526, -0.3914, 0.4983, -0.6010, 0.7401, -0.5524, -0.7100, -0.1846, -0.3482, -0.3692, -0.1937, 0.3046, 0.2483, 0.2196, 0.3244, -0.6666, 0.9056, -0.5393, -0.5419, 0.3141, 0.2825, 0.2466, -0.5992, 0.8079, -0.5076, -0.5143, 0.2571, 0.2790, 0.2765, -0.6244, 0.8773, -0.5457, -0.5242, 0.2434, 0.3049, 0.2697, -0.7395, 0.8271, -0.4639, -0.5210, 0.3086, 0.2861, 0.3033, -0.6563, -0.2974, 0.7830, -0.5753, -0.3026, -0.5589, 0.2761, 0.3104, 0.2572, 0.3104, 0.2422, 0.2117, -0.5795, -0.2588, 0.6888, -0.5626, -0.2425, -0.6882, 0.2975, 0.2248, 0.2462, 0.3148, 0.2954, 0.2636, -0.6307, -0.3077, 0.7788, -0.5662, -0.2862, -0.6485, 0.2738, 0.2997, 0.2353, 0.2498, 0.3227, 0.2790, -0.6252, -0.2837, 0.8209, -0.5793, -0.3274, -0.6305, 0.2838, 0.3234, 0.1951, 0.2405, 0.2917, 0.2906, -0.6223, -0.3087, 0.8611, -0.5980, -0.3290, -0.6132, 0.2323, 0.2649, 0.3187, 0.2510, 0.3080, 0.2364, -0.6117, -0.2738, 0.7616, -0.5855, -0.2768, -0.6016, 0.2135, 0.2945, 0.2929, 0.3263, 0.2464, 0.2135, -0.6648, -0.2820, 0.7753, -0.5734, -0.3321, -0.5410, 0.2689, 0.3223, 0.2348, 0.2338, 0.2804, 0.2775]
}

***

{
  "formula": "C31H58BN3O14P3",
  "method": "ωB97M-V/def2-TZVPD",
  "mol_weight_g_mol": 800.546,
  "e_homo_ev": -4.613,
  "total_charge": -1,
  "elements": ["C", "C", "P", "C", "C", "C", "C", "C", "C", "C", "C", "N", "C", "C", "O", "C", "C", "C", "C", "B", "N", "O", "C", "O", "N", "C", "O", "O", "C", "O", "H", "H", "H", "H", "H", "H", "H", "H", "H", "H", "H", "H", "H", "H", "H", "H", "H", "H", "H", "H", "H", "H", "H", "H", "H", "H", "H", "H", "O", "P", "O", "C", "C", "O", "C", "C", "O", "C", "C", "H", "H", "H", "H", "H", "H", "H", "H", "H", "H", "H", "H", "H", "H", "H", "O", "P", "O", "C", "C", "O", "C", "C", "O", "C", "C", "H", "H", "H", "H", "H", "H", "H", "H", "H", "H", "H", "H", "H", "H", "H"],
  "coordinates": [[-1.617, 3.597, 0.479], [-1.994, 2.006, 0.401], [-3.842, 1.889, 0.785], [-3.989, 2.043, 2.702], [-4.579, 0.213, 0.325], [-4.104, -1.179, 0.898], [-2.874, -1.279, 1.927], [-1.523, -1.189, 1.057], [-0.840, -2.603, 0.712], [0.733, -2.283, 0.412], [1.332, -3.130, -0.810], [0.462, -3.175, -2.029], [-4.807, -2.535, 0.498], [-4.375, -3.945, 1.093], [-4.830, -5.098, 0.355], [-5.588, -5.883, 1.338], [-5.988, -2.418, -0.491], [-6.451, -1.064, -1.109], [-5.763, 0.263, -0.719], [-6.295, 1.640, -1.403], [-5.651, 2.157, -2.666], [-7.429, 2.288, -0.757], [-7.653, -1.406, -2.096], [-8.625, -0.716, -2.485], [-7.351, -2.835, -2.417], [-6.357, -2.948, -3.515], [-6.706, -2.493, -4.666], [-5.137, -3.551, -3.326], [-6.992, -3.482, -1.122], [-7.467, -4.559, -0.716], [-0.618, 3.773, 1.035], [-1.653, 4.102, -0.543], [-2.421, 4.063, 1.160], [-1.370, 1.517, 1.242], [-1.692, 1.650, -0.638], [-2.945, 1.815, 3.110], [-4.790, 1.289, 3.004], [-4.320, 3.130, 2.903], [-2.876, -0.433, 2.702], [-2.842, -2.262, 2.511], [-1.769, -0.684, 0.058], [-0.711, -0.545, 1.564], [-1.365, -3.030, -0.214], [-0.874, -3.333, 1.591], [1.365, -2.474, 1.342], [0.888, -1.166, 0.147], [2.311, -2.595, -1.134], [1.672, -4.191, -0.502], [0.881, -3.920, -2.626], [0.611, -2.311, -2.583], [-3.216, -3.975, 1.066], [-4.642, -3.966, 2.217], [-5.974, -6.868, 0.883], [-4.976, -6.119, 2.278], [-6.535, -5.320, 1.690], [-4.651, 2.357, -2.526], [-5.726, 1.418, -3.396], [-8.175, 1.654, -0.936], [7.453, -6.090, -2.399], [6.854, -6.426, -1.029], [5.588, -5.362, -1.103], [4.472, -5.715, -1.907], [3.704, -6.890, -1.329], [7.920, -5.497, -0.152], [9.150, -5.084, -0.752], [8.990, -3.788, -1.539], [6.229, -6.934, 0.488], [6.251, -8.342, 0.724], [7.618, -8.966, 0.511], [4.802, -5.934, -2.927], [3.817, -4.841, -1.951], [4.275, -7.815, -1.450], [2.751, -7.025, -1.846], [3.515, -6.754, -0.262], [9.551, -5.885, -1.382], [9.880, -4.934, 0.045], [8.079, -3.766, -2.136], [9.849, -3.632, -2.194], [8.931, -2.940, -0.850], [5.517, -8.828, 0.076], [5.931, -8.505, 1.756], [7.979, -8.807, -0.512], [7.577, -10.043, 0.687], [8.355, -8.524, 1.185], [0.442, 10.404, 1.893], [1.023, 9.286, 1.021], [-0.350, 9.029, 0.134], [-0.658, 9.959, -0.894], [0.330, 9.887, -2.045], [0.816, 8.081, 2.150], [0.639, 8.429, 3.525], [-0.824, 8.706, 3.856], [1.753, 8.084, 0.034], [3.088, 8.360, -0.388], [4.023, 8.702, 0.758], [-0.695, 10.972, -0.482], [-1.658, 9.713, -1.261], [1.294, 10.309, -1.745], [-0.027, 10.464, -2.902], [0.502, 8.854, -2.356], [1.274, 9.283, 3.784], [0.994, 7.595, 4.132], [-1.324, 9.301, 3.093], [-0.907, 9.216, 4.817], [-1.374, 7.763, 3.925], [3.076, 9.178, -1.113], [3.456, 7.471, -0.908], [3.675, 9.581, 1.313], [5.025, 8.921, 0.381], [4.084, 7.874, 1.468]],
  "mulliken_charge": [-0.9763, -0.0765, 0.0003, -1.1203, 0.1551, -0.0304, -0.8502, -0.4491, -0.5599, -0.6935, -0.4008, -0.5564, 0.4982, -0.2600, -0.3061, -0.5844, 0.2807, -0.0788, -0.0735, 0.8545, -0.7825, -0.6890, -0.0298, -0.5922, 0.0161, 0.5502, -0.6939, -0.6702, -0.0367, -0.5502, 0.3063, 0.2626, 0.2720, -0.0283, 0.3594, 0.2898, 0.3564, 0.3947, 0.1533, 0.5360, 0.1859, 0.4459, 0.4228, 0.3118, 0.2478, 0.2526, 0.3042, 0.1523, 0.2438, 0.2174, -0.1042, 0.3804, 0.2434, 0.2775, 0.2646, 0.2691, 0.3334, 0.3464, -0.7200, 1.0617, -0.4183, -0.1694, -1.1508, -0.3594, -0.3322, -1.0137, -0.2524, -0.1851, -1.1338, 0.2405, 0.2258, 0.3739, 0.4419, 0.2379, 0.3077, 0.3615, 0.2901, 0.3188, 0.2894, 0.2238, 0.3434, 0.3573, 0.3955, 0.2767, -0.7152, 0.9491, -0.3544, -0.3337, -0.9446, -0.3306, -0.3604, -1.0195, -0.1638, -0.2280, -1.1180, 0.2667, 0.3391, 0.1666, 0.4307, 0.2458, 0.3259, 0.3697, 0.2889, 0.3263, 0.2893, 0.2160, 0.3346, 0.3496, 0.3934, 0.2743]
}

***

For each record above, in turn, the calculated HOMO-LUMO gap values are 8.95; 4.10 eV.
For each record above, in turn, the calculated lowest unoccupied orbital energy values are 1.4; -0.5 eV.